[1]
14
Properties=species:S:1:pos:R:3:lowdin_charge:R:1 method="wB97M-V/def2-TZVPD" multiplicity=1 homo_lumo_gap_ha=0.3536 smiles="C[C@H]1C=CNC1=O" relative_energy_kcal_mol=2.33 charge=0
C 1.23 1.38 0.07 -0.053
C 0.03 0.54 -0.34 -0.281
C 0.29 -0.82 -0.95 -0.062
C -0.53 -1.70 -0.38 -0.104
N -1.31 -1.10 0.62 0.093
C -0.92 0.21 0.82 -0.439
O -1.27 0.93 1.73 0.074
H 1.82 1.67 -0.81 0.078
H 1.89 0.83 0.75 0.087
H 0.89 2.29 0.57 0.081
H -0.58 1.12 -1.04 0.159
H 0.99 -1.02 -1.75 0.105
H -0.65 -2.76 -0.59 0.114
H -1.89 -1.59 1.29 0.150



[2]
15
Properties=species:S:1:pos:R:3:lowdin_charge:R:1 method="wB97M-V/def2-TZVPD" multiplicity=1 homo_lumo_gap_ha=0.3602 smiles="P[C@H]1C=CCC1" relative_energy_kcal_mol=29.40 charge=0
C 0.50 1.31 -0.67 -0.106
C 0.36 1.08 0.65 -0.084
C -0.08 0.18 -1.48 -0.221
C -0.99 -0.68 -0.64 -0.187
C -0.56 -0.33 0.85 -0.550
P 0.49 -1.39 1.81 0.817
H 1.00 2.06 -1.24 0.090
H 0.83 1.36 1.50 0.027
H -0.49 0.59 -2.47 0.126
H 0.72 -0.46 -1.84 0.105
H -1.97 -0.49 -0.72 0.060
H -0.85 -1.70 -0.80 0.073
H -1.50 -0.01 1.42 0.110
H 0.96 -0.32 2.49 -0.128
H 1.60 -1.20 1.12 -0.132



[3]
12
Properties=species:S:1:pos:R:3:lowdin_charge:R:1 method="wB97M-V/def2-TZVPD" multiplicity=1 homo_lumo_gap_ha=0.3922 relative_energy_kcal_mol=87.30 charge=0
C -2.28 -1.85 -0.56 -0.206
C -1.23 -1.25 0.13 -0.317
C -0.17 -0.40 -0.58 -0.343
C 0.38 0.82 0.07 -0.058
N -3.15 -2.48 -1.01 0.156
N 0.14 -1.67 -0.05 0.068
H -1.48 -0.74 1.13 0.171
H -0.55 -0.33 -2.05 0.247
H 0.32 1.63 -0.58 0.061
H 1.40 0.71 0.18 0.059
H -0.04 1.04 0.99 0.064
H 0.61 -1.48 0.81 0.097



[4]
80
Properties=species:S:1:pos:R:3:lowdin_charge:R:1 method="wB97M-V/def2-TZVPD" multiplicity=1 homo_lumo_gap_ha=0.2335 relative_energy_kcal_mol=21.40 charge=-2
Mg 0.70 -1.19 -2.37 0.555
O -0.22 0.14 -0.35 -0.059
C -1.18 0.15 0.71 -0.299
C -2.61 -0.12 0.05 -0.588
O -3.57 0.18 0.78 -0.009
O -2.60 -0.58 -1.11 -0.029
C -1.23 1.60 1.21 -0.125
C -1.11 2.00 2.54 -0.025
C -1.26 3.34 2.90 -0.099
C -1.53 4.29 1.93 -0.110
C -1.62 3.91 0.60 -0.077
C -1.47 2.58 0.25 -0.005
C -0.88 -0.84 1.83 -0.160
C 0.41 -1.30 2.06 -0.076
C 0.71 -2.15 3.12 -0.087
C -0.29 -2.55 3.99 -0.108
C -1.59 -2.11 3.77 -0.084
C -1.88 -1.26 2.71 -0.018
H 0.66 0.33 0.00 0.058
H -0.90 1.26 3.30 0.112
H -1.18 3.62 3.94 0.089
H -1.67 5.33 2.21 0.089
H -1.82 4.65 -0.17 0.098
H -1.55 2.28 -0.79 0.117
H 1.22 -1.04 1.38 0.082
H 1.73 -2.48 3.27 0.099
H -0.07 -3.20 4.83 0.090
H -2.39 -2.43 4.42 0.094
H -2.90 -0.91 2.53 0.109
Cl -2.52 -7.63 -1.98 0.579
C -1.99 -6.00 -2.36 -0.684
C -1.27 -5.28 -1.42 -0.143
C -0.83 -4.01 -1.75 -0.496
Cl 0.00 -3.07 -0.53 0.859
C -1.05 -3.40 -3.01 -0.449
O -0.60 -2.24 -3.33 -0.156
C -1.84 -4.18 -3.89 -0.568
Cl -2.26 -3.48 -5.43 0.668
C -2.29 -5.45 -3.59 -0.159
H -1.06 -5.69 -0.45 0.100
H -2.89 -5.99 -4.31 0.094
N -4.45 0.44 -2.97 0.198
C -3.93 1.33 -3.85 -0.500
O -4.61 1.98 -4.63 0.009
C -2.45 1.52 -3.74 -0.111
C -1.85 2.73 -4.02 -0.011
C -0.50 2.89 -3.74 -0.054
C 0.20 1.83 -3.18 -0.108
N -0.37 0.64 -2.97 0.040
C -1.65 0.48 -3.29 -0.066
H -5.43 0.25 -3.02 0.106
H -3.88 -0.05 -2.28 0.058
H -2.45 3.54 -4.43 0.114
H 0.00 3.83 -3.93 0.095
H 1.24 1.92 -2.90 0.114
H -2.05 -0.50 -3.10 0.100
O 1.57 3.76 5.29 -0.040
C 2.90 3.52 4.90 -0.252
N 2.82 2.64 3.75 0.102
C 3.93 1.97 3.37 -0.447
O 4.98 2.09 3.98 0.042
C 3.82 1.06 2.18 -0.125
C 4.67 -0.04 2.13 -0.012
C 4.59 -0.90 1.06 -0.026
C 3.65 -0.65 0.06 -0.095
N 2.85 0.43 0.07 0.086
C 2.95 1.26 1.12 -0.088
H 1.57 4.45 5.96 0.085
H 3.48 3.03 5.68 0.121
H 3.42 4.45 4.63 0.128
H 1.90 2.47 3.36 0.133
H 5.37 -0.20 2.94 0.116
H 5.23 -1.76 0.97 0.112
H 3.55 -1.33 -0.78 0.072
H 2.32 2.14 1.08 0.121
O 2.23 -2.58 -2.39 -0.557
Se 3.13 -1.69 -3.50 0.777
O 4.61 -1.36 -2.88 -0.511
O 2.17 -0.32 -3.47 -0.517
O 3.20 -2.38 -4.96 -0.490



[5]
14
Properties=species:S:1:pos:R:3:lowdin_charge:R:1 method="wB97M-V/def2-TZVPD" multiplicity=3 homo_lumo_gap_ha="0.3273 / 0.3311" relative_energy_kcal_mol=7.41 charge=0
C -0.24 -1.51 -0.83 -0.327
C -0.66 0.41 1.47 -0.085
C 0.73 0.11 0.86 -0.317
C 0.72 -0.58 -0.39 -0.771
N -0.79 -2.40 -1.26 0.190
N -0.79 0.86 -1.57 0.088
Cl 2.21 -0.68 -1.23 0.735
H -1.26 -0.47 1.43 0.055
H -1.24 1.28 0.91 0.109
H -0.41 0.66 2.49 0.059
H 1.23 1.01 0.72 0.085
H 1.34 -0.49 1.53 0.120
H 0.12 1.35 -1.56 -0.005
H -0.97 0.44 -2.57 0.065



[6]
53
Properties=species:S:1:pos:R:3:lowdin_charge:R:1 method="wB97M-V/def2-TZVPD" multiplicity=2 homo_lumo_gap_ha="0.3140 / 0.3201" relative_energy_kcal_mol=0.00 charge=+1
Mn 0.65 -0.12 0.41 0.816
N -1.37 -1.21 0.54 0.029
C -2.08 -1.26 -0.75 -0.092
C -1.41 -0.43 -1.83 -0.497
O -1.89 -0.22 -2.91 0.143
O -0.20 0.03 -1.48 -0.187
H -1.46 -2.09 1.02 0.113
H -1.79 -0.51 1.14 0.102
H -3.11 -0.91 -0.67 0.144
H -2.11 -2.28 -1.13 0.146
C -0.07 2.60 -2.76 -0.118
Si 0.74 0.92 -2.71 0.638
C 0.93 -0.07 -4.28 -0.127
C 2.35 0.77 -1.75 -0.231
C 3.37 1.70 -1.92 -0.070
C 4.62 1.53 -1.35 -0.043
C 4.88 0.41 -0.57 -0.047
C 3.88 -0.53 -0.37 -0.050
C 2.63 -0.36 -0.95 -0.165
H 0.54 3.35 -3.27 0.045
H -0.29 2.96 -1.75 0.049
H -1.02 2.52 -3.30 0.049
H 1.77 0.32 -4.85 0.050
H 0.04 -0.03 -4.91 0.044
H 1.13 -1.12 -4.05 0.052
H 3.18 2.58 -2.53 0.111
H 5.40 2.26 -1.51 0.118
H 5.85 0.26 -0.13 0.117
H 4.08 -1.41 0.24 0.121
H 1.94 -1.22 -0.93 0.112
C 0.57 2.75 7.98 -0.035
C 0.48 2.22 6.57 -0.242
C 0.90 0.93 6.26 -0.001
C 0.87 0.45 4.97 -0.177
C 1.29 -0.98 4.74 -0.036
C 0.39 1.29 3.93 -0.048
C -0.11 2.58 4.25 -0.176
C -0.74 3.51 3.24 -0.034
C -0.04 3.01 5.56 -0.003
C 0.47 0.84 2.54 -0.489
O -0.22 1.33 1.58 -0.046
O 1.27 -0.11 2.17 -0.091
H 1.24 2.14 8.58 0.081
H -0.42 2.73 8.45 0.093
H 0.91 3.78 7.98 0.086
H 1.26 0.29 7.05 0.121
H 1.36 -1.49 5.70 0.082
H 2.26 -1.04 4.26 0.087
H 0.58 -1.51 4.12 0.080
H -0.17 3.57 2.32 0.075
H -0.84 4.50 3.67 0.082
H -1.74 3.14 2.99 0.094
H -0.41 4.00 5.80 0.124